No. 1
Entry from OMol25: an isolated ion of composition C15H13N4O7 and charge -1 (ωB97M-V/def2-TZVPD).

## Properties
- SMILES string: CCOC(=O)[C@@]1([C@H]2C(C#N)=CC(=[N+]([O-])[O-])c3no[n+]([O-])c32)CCCC1=O

Structure (ORCA input):
```
! wB97M-V def2-TZVPD RIJCOSX def2/J DEFGRID3
* xyz -1 1
C 0.360 0.522 -0.841
H -3.051 1.157 -2.902
C 1.670 0.613 1.295
O -1.178 2.264 -1.617
O 3.005 2.492 0.657
C 1.832 -0.229 2.391
N 0.777 -2.089 3.785
C -0.803 0.350 1.429
H 0.043 -1.591 -0.294
O -1.895 0.142 -1.504
N 3.010 0.010 3.066
C 0.375 0.924 0.607
O 3.558 1.067 2.405
H 3.535 0.165 -1.288
N -3.174 1.380 1.227
H -0.110 -1.228 -2.026
H 2.845 -0.020 -2.916
H 2.424 -1.750 -0.531
H 0.257 2.028 0.644
H -3.729 -1.221 -2.788
C 0.461 -0.999 -1.116
C 2.601 -0.018 -1.841
H -3.526 1.390 -1.186
O 1.738 2.260 -1.944
O -0.320 -2.583 4.159
C -4.070 -0.541 -2.002
C -3.185 0.665 -1.933
O 1.876 -2.524 4.173
H -4.065 -1.069 -1.045
N 2.727 1.489 1.278
H -1.464 -0.998 2.925
C -0.960 1.099 -1.371
C -2.100 0.905 1.247
C 1.929 -1.328 -1.416
C 1.592 1.124 -1.567
C 0.698 -0.990 2.852
H 1.995 -2.067 -2.222
C -0.586 -0.568 2.436
H -5.090 -0.234 -2.225
*
```



No. 2
Entry from OMol25: one molecule with the formula C15H13N5O2 (ωB97M-V/def2-TZVPD).

## Properties
- SMILES string: Cc1cnc(C(=O)Nc2c(-c3ccccc3)[nH][nH]c2=O)cn1

Structure (ORCA input):
```
! wB97M-V def2-TZVPD RIJCOSX def2/J DEFGRID3
* xyz 0 1
H 0.367 -0.970 6.695
C 0.682 0.611 2.262
C -0.196 -1.257 3.356
C -1.308 -0.831 -2.025
H -0.858 -2.042 5.850
H -0.257 4.232 -3.168
O 1.411 2.568 1.194
N 0.224 3.408 -2.836
C -0.863 -2.857 -3.246
H -2.454 -2.647 -1.775
C 0.436 -0.877 -3.747
H -1.046 -3.908 -3.431
H 0.059 0.064 -0.133
C 0.815 1.522 1.113
C 0.152 1.790 -1.270
H 0.705 -2.773 -4.782
H 1.231 -0.376 -4.271
C 0.413 -0.877 4.540
C -0.301 -0.195 -2.774
N 1.168 0.245 4.615
C 0.175 3.207 -1.480
H -0.413 2.032 -4.393
H 1.938 1.897 3.430
C 1.287 0.998 3.482
N -0.061 -0.541 2.222
H -0.879 -2.110 3.351
C -1.631 -2.165 -2.312
N 0.250 1.050 -0.071
C 0.150 -2.219 -4.000
C 0.179 -1.621 5.805
C -0.045 1.200 -2.511
H -1.889 -0.286 -1.283
N 0.095 2.161 -3.512
H 0.833 -2.481 5.872
O -0.371 4.047 -0.766
*
```



Taking the records one at a time from the top gives highest occupied orbital energy values of -4.53; -7.73 eV.
Taking the records one at a time from the top gives energy values of -1324.945746; -1003.628825 Ha.
Taking the records one at a time from the top gives energy relative to the best compared isomer or geometry (same formula, charge and spin) values of 0.0000; 0.0000 eV.